87
Properties=species:S:1:pos:R:3:forces:R:3:mulliken_charge:R:1 method="wB97M-V/def2-TZVPD" homo_energy_ha=-0.2694 lumo_energy_ev=-0.784 e_tot_ev=-153772.64914 e_above_lowest_kcal_mol=7.2 molar_mass_g_mol=903.6
Rh -0.7081 -1.6923 -0.9927 -1.18 0.76 0.90 1.9785
O -1.3483 -1.0782 0.9685 -0.03 0.02 0.29 -0.2287
P -0.9166 -0.1895 2.0970 -0.46 0.23 0.13 0.2498
C 0.3088 1.0981 1.7260 0.01 -0.10 -0.12 -1.8866
P 0.1996 1.5443 -0.0296 -0.08 0.14 0.21 0.7745
O 0.3671 0.3821 -0.9572 -0.36 -1.11 -0.39 -0.7364
C -1.3808 2.3816 -0.2119 0.01 0.03 -0.06 0.5109
C -1.6626 3.5414 0.5131 -0.02 -0.03 0.03 -0.5109
C -2.8921 4.1615 0.3750 0.01 -0.06 -0.01 -0.7064
C -3.8397 3.6322 -0.4980 0.02 -0.01 0.01 -0.6338
C -3.5574 2.4860 -1.2239 0.02 0.00 0.01 -0.5648
C -2.3250 1.8569 -1.0838 -0.06 0.10 0.00 0.0887
C 1.4516 2.8045 -0.3037 0.12 -0.10 -0.08 0.6846
C 1.5682 3.2955 -1.6054 0.01 0.02 0.00 -0.6510
C 2.5349 4.2401 -1.9067 0.00 -0.01 0.03 -0.6428
C 3.3933 4.6972 -0.9123 -0.03 -0.02 -0.01 -0.4876
C 3.2803 4.2153 0.3829 -0.04 -0.02 -0.01 -0.7728
C 2.3104 3.2678 0.6881 0.00 0.00 0.00 -0.3293
C -0.4257 -1.0665 3.5788 0.15 -0.12 -0.05 1.0801
C -0.9418 -2.3473 3.7581 0.03 -0.01 0.02 -0.6768
C -0.6379 -3.0551 4.9124 -0.01 0.03 -0.02 -0.8064
C 0.1757 -2.4859 5.8833 0.01 0.04 -0.02 -0.5098
C 0.6979 -1.2115 5.6987 -0.04 -0.02 -0.02 -0.7642
C 0.3981 -0.5004 4.5458 0.01 -0.04 0.02 -0.3848
C -2.3664 0.7722 2.6079 -0.07 -0.04 0.08 0.8005
C -2.2957 1.7141 3.6347 -0.01 -0.01 0.00 -0.4710
C -3.4239 2.4227 4.0141 0.00 -0.02 -0.04 -0.8414
C -4.6363 2.1868 3.3747 0.03 -0.04 -0.01 -0.5070
C -4.7154 1.2407 2.3632 0.04 0.01 0.01 -0.6782
C -3.5832 0.5308 1.9796 0.00 0.07 -0.04 -0.2270
H 1.3040 0.7016 1.9100 0.06 -0.02 0.02 1.1349
H 0.1025 1.9767 2.3418 0.00 -0.02 -0.03 1.0128
H -0.9208 3.9625 1.1854 -0.02 0.00 -0.03 0.3944
H -3.1154 5.0553 0.9440 0.01 -0.02 -0.02 0.4421
H -4.7987 4.1236 -0.6116 0.02 -0.03 0.02 0.4063
H -4.2938 2.0687 -1.8997 0.02 0.02 0.01 0.4877
H -2.1101 0.9566 -1.6367 0.02 -0.01 -0.02 -0.1295
H 0.9069 2.9246 -2.3807 0.02 0.01 0.01 0.3999
H 2.6254 4.6168 -2.9177 0.00 -0.02 0.03 0.4142
H 4.1576 5.4257 -1.1521 -0.03 0.00 0.01 0.3950
H 3.9524 4.5676 1.1552 -0.02 -0.01 -0.02 0.4158
H 2.2393 2.8882 1.7001 0.02 0.00 -0.02 0.3465
H -1.5622 -2.7883 2.9857 0.02 0.01 0.03 0.4127
H -1.0350 -4.0527 5.0521 0.01 0.02 -0.01 0.4503
H 0.4072 -3.0378 6.7857 0.01 0.01 -0.03 0.4127
H 1.3435 -0.7744 6.4498 -0.01 -0.01 -0.01 0.4200
H 0.8244 0.4861 4.4002 -0.01 -0.03 0.00 0.3391
H -1.3601 1.8921 4.1562 -0.02 -0.01 -0.01 0.3262
H -3.3606 3.1557 4.8088 0.00 -0.02 -0.01 0.4277
H -5.5200 2.7370 3.6733 0.02 -0.01 -0.01 0.4131
H -5.6598 1.0525 1.8675 0.02 0.01 0.01 0.4425
H -3.6303 -0.2034 1.1837 0.01 0.04 0.02 0.2298
C 0.8050 -1.7987 -6.2494 0.02 0.03 -0.15 -1.0634
Si -0.6104 -1.5071 -5.0798 -0.21 0.02 1.23 0.3668
C -0.9537 0.3023 -4.7805 -0.05 0.18 -0.27 -0.6266
C -2.1551 -2.4507 -5.5212 -0.07 0.08 -0.37 -0.9944
Se 0.1506 -2.3746 -3.0967 0.70 -0.59 -0.40 -0.2682
H 0.5272 -1.4903 -7.2623 0.04 -0.04 0.02 0.3362
H 1.0830 -2.8536 -6.2729 -0.01 0.01 -0.02 0.3219
H 1.6802 -1.2239 -5.9400 -0.05 -0.02 0.00 0.2899
H -1.3322 0.8078 -5.6729 -0.04 0.05 0.01 0.4845
H -0.0392 0.8088 -4.4607 -0.04 -0.07 0.01 0.1276
H -1.6941 0.4013 -3.9831 0.00 -0.02 -0.03 -0.0625
H -2.5465 -2.1382 -6.4926 -0.11 -0.03 -0.03 0.3696
H -2.9218 -2.2711 -4.7646 0.03 0.00 -0.01 0.2596
H -1.9587 -3.5244 -5.5612 0.02 0.07 0.04 0.2780
O -2.6438 -1.1374 -1.6518 0.10 -0.65 -0.05 -0.4475
C -3.1236 -2.2886 -1.3633 0.05 0.88 -0.31 0.0019
O -2.4080 -3.1816 -0.8758 1.40 0.45 -0.12 -0.4746
H -4.1893 -2.4745 -1.5553 0.07 0.01 0.06 0.4255
F 6.0179 -0.3895 -0.3444 0.00 0.03 0.00 -0.3266
C 5.4178 -1.5766 -0.4923 0.10 -0.01 -0.05 0.3886
C 4.4357 -1.9597 0.3204 -0.17 -0.08 0.11 -0.2468
N 3.8110 -3.1855 0.1993 -0.07 0.06 0.05 0.1420
C 2.6516 -3.4833 1.0477 0.11 0.08 -0.08 -1.4853
C 1.5789 -2.4253 0.7879 0.04 0.43 0.00 0.9015
O 1.5876 -1.3920 1.4698 -0.14 -0.30 -0.20 -0.3688
O 0.8193 -2.7177 -0.1916 0.04 -0.13 -0.14 -1.0296
C 4.1734 -4.0882 -0.7841 -0.05 -0.16 -0.06 0.5524
O 3.6706 -5.1823 -0.9211 0.09 0.20 0.04 -0.6353
N 5.1934 -3.6401 -1.6088 0.03 0.03 0.05 -0.0687
C 5.8908 -2.4358 -1.5687 0.08 -0.02 -0.14 0.2371
O 6.7782 -2.1802 -2.3519 -0.12 -0.04 0.11 -0.6249
H 4.0653 -1.3191 1.1095 -0.01 -0.01 -0.01 0.5698
H 2.9448 -3.4518 2.0964 0.02 0.00 0.00 0.2706
H 2.3017 -4.4706 0.7710 0.00 -0.06 -0.01 0.4299
H 5.4677 -4.2876 -2.3327 0.00 -0.02 -0.03 0.2258